[1]
{"formula": "C55H50AsBrN5O7PSTa", "method": "ωB97M-V/def2-TZVPD", "species": ["Ta", "Br", "As", "S", "P", "O", "O", "O", "O", "O", "O", "O", "N", "N", "N", "N", "N", "C", "C", "C", "C", "C", "C", "C", "C", "C", "C", "C", "C", "C", "C", "C", "C", "C", "C", "C", "C", "C", "C", "C", "C", "C", "C", "C", "C", "C", "C", "C", "C", "C", "C", "C", "C", "C", "C", "C", "C", "C", "C", "C", "C", "C", "C", "C", "C", "C", "C", "C", "C", "C", "C", "C", "H", "H", "H", "H", "H", "H", "H", "H", "H", "H", "H", "H", "H", "H", "H", "H", "H", "H", "H", "H", "H", "H", "H", "H", "H", "H", "H", "H", "H", "H", "H", "H", "H", "H", "H", "H", "H", "H", "H", "H", "H", "H", "H", "H", "H", "H", "H", "H", "H", "H"], "coordinates": [[0.687, 0.493, -0.427], [3.188, -1.495, -0.301], [-3.438, -4.101, 2.079], [0.255, 4.856, -2.558], [-1.226, -1.366, -0.991], [0.376, 1.424, 1.081], [0.596, -1.288, 1.481], [1.388, -0.429, -4.370], [1.146, 5.002, 2.393], [3.544, 0.294, -6.051], [5.433, 1.380, -5.587], [0.932, -0.041, -2.203], [4.758, 1.910, -3.035], [2.634, 0.642, 1.709], [1.967, 1.385, 2.656], [0.162, 2.700, -1.188], [3.036, 1.412, -1.779], [7.858, -1.282, 2.042], [-1.659, 4.320, 4.649], [3.940, 1.174, -3.833], [1.686, 0.069, -3.327], [-4.520, -2.484, 2.287], [0.194, -3.631, -4.060], [4.408, -0.737, 0.971], [0.806, 3.317, -2.151], [-0.392, -2.629, -1.953], [-3.479, -5.130, -0.690], [-1.807, 3.204, 0.325], [-4.371, 0.835, -3.472], [-5.897, -0.094, 2.701], [4.197, 2.039, -1.808], [-1.799, 2.945, 4.471], [-0.977, 4.733, -1.347], [8.806, 0.523, 3.314], [4.370, 0.944, -5.256], [-5.527, -5.329, 0.546], [-6.222, -0.909, 1.625], [-1.950, 5.679, -1.023], [0.088, 2.970, 2.969], [-5.539, -2.103, 1.419], [7.768, 1.355, 2.915], [-0.892, 3.502, -0.693], [-3.486, 1.551, -2.680], [-5.412, -6.128, -1.719], [0.992, -4.557, -3.402], [2.869, 0.863, -3.043], [-2.418, -0.506, -2.021], [-4.204, -4.894, 0.476], [1.008, 2.274, 2.028], [-2.512, 0.875, -1.963], [-2.760, 4.141, 0.653], [0.192, 4.352, 3.118], [-4.086, -5.730, -1.789], [-6.133, -5.929, -0.549], [-4.888, -0.475, 3.577], [-0.492, -2.663, -3.344], [0.450, -3.536, -1.297], [-1.882, -3.167, 1.246], [-4.283, -0.552, -3.537], [-4.210, -1.670, 3.375], [3.771, 0.131, 1.944], [-2.353, -2.147, 0.222], [1.127, -4.504, -2.020], [-2.838, 5.370, -0.018], [6.772, -0.475, 1.689], [-0.673, 5.020, 3.977], [5.701, -1.063, 0.884], [8.856, -0.790, 2.864], [-3.321, -1.229, -2.805], [4.846, 2.771, -0.691], [6.756, 0.860, 2.110], [-0.920, 2.279, 3.641], [1.649, 2.880, -2.657], [-1.092, -1.938, -3.875], [-1.761, 2.270, 0.863], [9.678, -1.431, 3.154], [-4.650, 0.145, 4.433], [7.897, -2.308, 1.695], [5.980, 1.528, 1.755], [4.160, 2.858, 0.149], [-6.087, -5.205, 1.467], [-7.018, -0.622, 0.950], [1.530, 3.041, 1.447], [-3.461, 3.923, 1.447], [0.113, -3.654, -5.139], [2.732, -0.019, -5.612], [-1.829, 1.438, -1.341], [-3.450, -1.985, 4.083], [-3.514, -5.901, -2.693], [5.643, 2.279, -3.367], [-4.970, -1.108, -4.162], [-3.077, -2.611, -0.458], [-2.857, -1.312, 0.717], [-6.446, 0.823, 2.871], [1.188, -2.049, 1.550], [-3.273, -2.311, -2.855], [7.754, 2.392, 3.225], [-3.596, 6.088, 0.263], [-5.876, -6.616, -2.566], [-2.005, 6.620, -1.553], [0.579, -3.488, -0.223], [1.518, -5.317, -3.965], [5.746, 2.244, -0.372], [-2.427, -4.867, -0.754], [-1.011, 1.206, 3.503], [-1.267, -3.951, 0.806], [-2.328, 4.850, 5.314], [-2.581, 2.404, 4.985], [-1.327, -2.705, 2.056], [1.108, 5.949, 2.572], [-3.558, 2.630, -2.618], [5.997, -1.828, 0.174], [-5.809, -2.736, 0.583], [0.549, -0.886, 2.362], [2.509, 1.808, 3.403], [-0.572, 6.090, 4.119], [5.151, 3.769, -1.008], [4.301, 0.290, 2.883], [9.588, 0.904, 3.957], [-5.132, 1.356, -4.037], [-7.161, -6.258, -0.483], [1.765, -5.211, -1.507]], "mulliken_charge": [0.2441, 0.0469, 0.2981, -0.2116, 0.5981, 1.2360, -0.8107, -0.6801, -0.6197, -0.5005, -0.5227, 0.4444, 0.0265, 0.7518, -0.4414, 1.0135, 0.4273, -0.6385, -0.7385, -0.1332, 1.1300, -0.1255, -0.9635, 0.8668, -0.4491, 1.7448, -0.1206, 0.3656, -1.0744, -0.5437, -0.2403, -0.9173, 0.5096, -0.4660, 0.5656, -0.4598, -0.8194, -0.6881, -0.7373, 0.3420, -0.9703, -0.5861, -0.3474, -0.6316, -0.7831, -0.4241, 0.3461, 0.2445, -0.3474, 0.3291, -1.1674, 1.2035, -0.6585, -0.5734, -0.6970, -0.8069, -0.6065, -1.3582, -0.9580, -0.4302, -1.2061, -0.2710, -1.2640, -0.9669, 0.7171, -0.6989, -1.0422, -0.6236, -0.3229, -1.2358, -0.0306, -0.3281, 0.0802, 0.6081, 0.7520, 0.4167, 0.5325, 0.4307, 0.4570, 0.0114, 0.4680, 0.4645, 0.3763, 0.5694, 0.5690, 0.4030, -0.6902, 0.4277, 0.4726, 0.3090, 0.5212, 0.5039, 0.4870, 0.4576, 0.3399, 0.6405, 0.4240, 0.5102, 0.4217, 0.5120, 0.6130, 0.4890, 0.3178, 0.4590, 0.3880, 0.5314, 0.4560, 0.4892, 0.4204, 0.3764, 0.5368, 0.4883, 0.4173, 0.3550, 0.3655, 0.3846, 0.5622, 0.7904, 0.4212, 0.4568, 0.4240, 0.5686], "gap_ha": 0.1421, "energy_ha": -8531.8798, "de_lowest_ev": 1.465, "charge": 3}


[2]
{"formula": "C55H50ClN2O14S", "method": "ωB97M-V/def2-TZVPD", "species": ["Cl", "S", "O", "O", "O", "O", "O", "O", "O", "O", "O", "O", "O", "O", "O", "O", "N", "N", "C", "C", "C", "C", "C", "C", "C", "C", "C", "C", "C", "C", "C", "C", "C", "C", "C", "C", "C", "C", "C", "C", "C", "C", "C", "C", "C", "C", "C", "C", "C", "C", "C", "C", "C", "C", "C", "C", "C", "C", "C", "C", "C", "C", "C", "C", "C", "C", "C", "C", "C", "C", "C", "C", "C", "H", "H", "H", "H", "H", "H", "H", "H", "H", "H", "H", "H", "H", "H", "H", "H", "H", "H", "H", "H", "H", "H", "H", "H", "H", "H", "H", "H", "H", "H", "H", "H", "H", "H", "H", "H", "H", "H", "H", "H", "H", "H", "H", "H", "H", "H", "H", "H", "H", "H"], "coordinates": [[4.798, -0.504, -4.834], [-0.686, -0.378, -0.447], [4.045, 4.852, 1.377], [-7.908, -1.035, 4.465], [-7.998, 0.009, -5.949], [-7.108, -3.450, 0.987], [5.992, 8.641, 4.517], [8.896, 12.425, 8.361], [-6.644, 2.575, 0.802], [-2.626, -5.873, -0.440], [-5.553, -6.582, 4.845], [-4.095, -2.436, -3.338], [3.875, 10.965, 7.527], [6.084, 0.158, -11.826], [5.267, -3.135, -7.762], [-10.011, -8.863, 3.127], [4.225, 0.465, 2.348], [2.264, -1.521, -1.920], [5.738, -2.059, -11.110], [5.549, 7.774, 3.797], [3.857, -0.819, 0.211], [5.899, -0.596, -10.898], [4.776, -2.951, -3.583], [-6.941, 1.750, 1.640], [4.172, -1.922, -0.587], [1.917, -0.457, -1.171], [5.621, -0.925, -8.483], [-3.661, -5.332, -0.112], [6.155, 10.529, 7.144], [-8.994, -8.342, 3.526], [-6.578, -7.109, 4.464], [5.823, -0.094, -9.501], [-6.032, 0.222, -4.673], [-0.958, -2.015, -1.189], [-5.050, -0.395, -4.021], [-4.472, -4.576, -1.099], [3.675, 6.313, 3.185], [-7.625, -0.207, 3.626], [-7.402, -0.594, 2.210], [-7.169, 2.136, 3.056], [2.715, -0.088, -0.095], [4.165, 7.264, 3.976], [7.416, 10.896, 7.353], [-7.044, -2.032, -5.271], [5.534, -2.887, -10.089], [3.367, -2.260, -1.662], [-7.485, 1.230, 3.977], [-8.826, -6.865, 3.508], [5.025, 11.300, 7.719], [5.353, 12.495, 8.536], [4.179, -2.196, -4.775], [5.872, 6.233, 1.917], [-7.107, -0.548, -5.353], [6.615, 12.862, 8.744], [6.365, 7.184, 2.706], [-7.707, -6.297, 3.949], [-5.272, -4.763, 1.647], [0.650, 0.268, -1.496], [-5.596, -3.964, -0.739], [-6.744, -8.583, 4.482], [4.403, 1.897, 2.026], [-6.061, -2.645, -4.617], [7.747, 12.091, 8.169], [-7.086, 0.316, 1.292], [5.459, -2.382, -8.699], [4.751, -0.470, 1.386], [-6.084, -4.013, 0.659], [-4.147, -5.379, 1.290], [3.690, -3.400, -2.582], [4.491, 5.723, 2.096], [-4.990, -1.873, -3.943], [-7.864, -9.154, 4.047], [-0.483, -3.172, -0.320], [3.457, 2.377, 1.798], [8.256, 10.350, 6.942], [-7.566, -5.223, 3.950], [-4.259, 0.145, -3.517], [1.677, -1.783, -2.697], [5.893, 9.664, 6.550], [5.414, -3.954, -10.220], [2.670, 5.927, 3.296], [-9.658, -6.291, 3.122], [-0.805, -3.076, 0.711], [-6.098, 1.300, -4.742], [-0.942, -4.080, -0.706], [-3.540, -5.931, 1.996], [3.258, 0.266, 2.550], [4.031, -4.239, -1.988], [-5.995, -3.724, -4.546], [-4.094, -4.543, -2.111], [4.957, -1.412, 1.894], [-6.919, 0.057, 0.254], [6.447, 5.789, 1.115], [3.104, -2.099, -4.719], [5.037, -2.534, -0.394], [-8.008, -10.227, 4.049], [-7.837, -2.573, -5.771], [6.879, 13.729, 9.336], [-7.060, 3.188, 3.288], [-7.504, -1.647, 1.968], [-6.201, -3.401, -1.439], [-5.908, -9.155, 4.863], [-7.653, 1.489, 5.015], [0.591, -3.330, -0.366], [5.943, 0.973, -9.368], [4.499, -2.651, -5.703], [3.590, 7.711, 4.777], [4.868, 2.393, 2.871], [-0.459, -2.066, -2.151], [-5.642, -4.777, 2.664], [4.513, 13.042, 8.946], [5.679, -0.096, 0.962], [-2.024, -2.106, -1.367], [7.369, 7.572, 2.594], [5.391, -3.786, -3.895], [2.423, 0.762, 0.495], [5.566, -0.589, -7.456], [0.395, 0.163, -2.548], [0.783, 1.321, -1.283], [5.060, 2.013, 1.169], [5.427, -2.266, -3.052], [2.786, -3.702, -3.108], [5.796, -2.402, -12.135]], "mulliken_charge": [-0.2691, -0.0734, -0.5668, -0.5391, -0.5222, -0.6250, -0.4723, -0.5388, -0.5624, -0.5903, -0.5743, -0.5011, -0.5520, -0.5190, -0.5599, -0.5316, -0.3475, 0.5667, -0.4284, 0.2835, 1.1639, 0.2971, -0.8409, 0.3803, -0.7311, -0.2377, -0.0088, 0.2723, -0.2103, 0.3541, 0.4939, -0.4746, -0.4269, 0.0369, -0.4359, -0.1760, -0.4538, 0.2619, -0.3285, -0.4059, -0.1498, -0.2497, -0.3183, -0.4230, -0.3771, 0.1075, -0.3627, -0.4422, 0.3798, -0.3536, 0.0031, -0.4045, 0.2957, -0.3811, -0.3815, -0.3131, -0.2646, -1.4786, -0.2575, -0.4104, -0.9264, -0.1701, 0.3542, -0.4909, 0.5827, -1.1029, 0.1790, -0.7112, -1.6815, 0.4884, 0.4214, -0.3802, -0.9173, 0.3248, 0.4196, 0.5801, 0.4616, 0.3816, 0.4050, 0.4248, 0.4168, 0.4320, 0.3771, 0.4240, 0.2167, 0.4960, 0.3087, 0.5044, 0.4524, 0.5087, 0.4844, 0.5221, 0.4088, 0.2166, 0.5707, 0.4094, 0.4158, 0.4071, 0.4088, 0.7430, 0.4944, 0.4224, 0.4209, 0.1160, 0.4276, 0.1681, 0.4721, 0.3535, 0.0355, 0.5802, 0.4101, 0.4032, 0.3250, 0.4367, 0.3964, 0.4096, 0.2167, 0.4564, 0.5168, 0.2968, 0.5367, 0.5095, 0.4039], "gap_ha": 0.2791, "energy_ha": -4146.6161, "charge": 1}


Q: The highest charge belongs to which entry?
A: C55H50AsBrN5O7PSTa